{
  "formula": "C25H26MnN2O6S",
  "method": "ωB97M-V/def2-TZVPD",
  "homo_energy_ha": [-0.0291, -0.0555],
  "total_energy_ha": -3078.61879,
  "spin_multiplicity": 6,
  "lumo_energy_ev": [4.22, 4.22],
  "total_charge": -2,
  "symbols": ["Mn", "S", "O", "O", "O", "O", "O", "O", "N", "N", "C", "C", "C", "C", "C", "C", "C", "C", "C", "C", "C", "C", "C", "C", "C", "C", "C", "C", "C", "C", "C", "C", "C", "C", "C", "H", "H", "H", "H", "H", "H", "H", "H", "H", "H", "H", "H", "H", "H", "H", "H", "H", "H", "H", "H", "H", "H", "H", "H", "H", "H"],
  "coordinates": [[0.089, 0.475, 0.212], [2.167, 1.775, 1.375], [2.023, 0.295, 1.037], [3.359, 2.338, 0.756], [-1.028, 2.246, -2.600], [0.901, 2.350, 0.754], [2.141, 1.963, 2.827], [0.610, -1.972, -2.172], [-0.048, 0.246, -1.971], [0.106, -0.717, -4.033], [-2.017, 0.275, -4.756], [-2.370, 0.392, 0.754], [0.141, 1.458, -5.223], [-4.582, -0.344, -5.688], [1.424, 1.172, -5.672], [-1.129, -1.464, 1.283], [0.195, 3.523, -6.472], [-0.576, 1.140, -2.831], [-1.660, 0.660, 1.954], [-2.589, -1.657, -0.847], [1.473, 3.225, -6.931], [-0.593, 0.529, -4.272], [-2.046, -0.925, 0.343], [2.084, 2.049, -6.524], [-0.013, -0.612, 3.488], [-0.907, -0.490, 2.288], [-3.472, -0.585, -6.488], [0.257, -0.909, -2.645], [-0.522, -2.835, 1.212], [-1.668, 1.941, 2.735], [-2.204, -0.273, -6.025], [-3.304, 1.348, 0.065], [-3.134, 0.525, -3.967], [-4.406, 0.214, -4.431], [-0.465, 2.647, -5.626], [3.087, 1.814, -6.860], [-0.286, 4.448, -6.767], [0.448, -2.860, 1.711], [-1.155, -3.602, 1.679], [-3.753, 0.888, -0.819], [-5.262, 0.409, -3.796], [-0.349, -3.133, 0.175], [-1.452, 2.887, -5.253], [-3.596, -1.014, -7.475], [0.503, -1.573, 3.496], [-3.009, 0.979, -2.993], [-5.576, -0.587, -6.044], [-1.983, 2.780, 2.111], [-2.345, 1.896, 3.600], [0.749, 0.171, 3.502], [-1.339, -0.443, -6.659], [1.991, 3.912, -7.589], [1.903, 0.264, -5.334], [-2.795, 2.257, -0.270], [-4.128, 1.655, 0.719], [-3.433, -2.311, -0.587], [-2.945, -0.970, -1.618], [-1.824, -2.285, -1.310], [-0.665, 2.179, 3.097], [-0.181, -1.546, -4.530], [-0.590, -0.542, 4.420]],
  "atomic_forces_ev_per_a": [[0.00, -0.03, -0.01], [0.00, 0.01, 0.06], [0.09, -0.02, 0.02], [-0.02, -0.02, -0.05], [0.00, 0.02, -0.01], [0.02, 0.08, 0.00], [-0.03, -0.02, -0.02], [-0.01, 0.01, -0.02], [-0.03, 0.01, 0.03], [0.00, -0.02, 0.00], [-0.05, 0.01, 0.02], [0.02, 0.00, 0.01], [0.01, 0.01, -0.03], [0.01, 0.01, 0.02], [-0.03, -0.02, 0.01], [0.00, -0.03, -0.03], [-0.01, -0.01, 0.01], [-0.01, -0.06, 0.01], [-0.01, -0.01, 0.01], [0.00, -0.01, -0.01], [0.00, -0.02, 0.01], [0.04, 0.00, 0.02], [-0.05, 0.02, -0.01], [0.02, 0.02, -0.02], [-0.01, 0.01, 0.00], [0.00, 0.02, 0.01], [-0.01, -0.02, -0.03], [0.03, 0.00, 0.01], [0.01, -0.01, 0.00], [0.00, 0.01, -0.01], [0.02, 0.01, 0.01], [0.01, 0.02, 0.00], [0.01, 0.01, 0.00], [0.00, 0.00, 0.00], [-0.02, 0.02, -0.01], [0.00, 0.00, 0.00], [0.00, 0.00, 0.00], [0.00, 0.00, 0.01], [0.00, 0.01, 0.00], [0.00, -0.01, 0.01], [0.00, 0.00, 0.00], [0.00, 0.00, 0.00], [0.00, 0.00, 0.00], [0.01, 0.00, 0.00], [0.01, 0.00, -0.01], [0.00, 0.00, -0.01], [0.00, 0.00, 0.00], [-0.01, 0.00, 0.00], [0.00, -0.01, 0.00], [0.00, 0.00, 0.00], [0.00, 0.00, -0.01], [0.00, 0.00, 0.00], [0.00, 0.00, 0.00], [-0.01, 0.00, 0.00], [0.00, 0.00, 0.00], [0.00, 0.00, 0.01], [0.00, 0.00, 0.00], [0.01, -0.01, 0.00], [0.00, 0.00, 0.00], [-0.01, 0.01, -0.01], [-0.01, -0.01, 0.00]]
}